(1)
Below is a molecular structure, C18H27BrNO4P2Sr in a non-equilibrium geometry, with properties calculated with ωB97M-V/def2-TZVPD.

The geometry in ORCA input format:
```
! RIJCOSX wB97M-V def2-TZVPD def2/J DEFGRID3
* xyz 1 1
C -0.7250 1.4230 7.0534
H -4.2205 0.6885 0.5038
H -4.2086 -0.4202 -0.8607
C 1.5427 0.6682 -3.0106
O -0.1884 1.4033 1.8816
P 2.5197 -0.8956 -0.8365
O -0.1925 -0.7363 2.3869
C -2.1643 0.9374 -2.7278
P -2.3363 1.1414 -0.9105
C -0.7283 0.9676 -3.2488
H -3.4160 3.3572 -1.2231
C -0.5821 -0.2316 5.2531
H -0.5300 3.4799 6.4160
H 3.3074 1.1713 -1.8248
H -0.2567 2.9129 4.0261
H 1.1548 -4.4575 1.0027
H -0.8885 -0.7122 7.3646
H -2.7474 1.7539 -3.1927
H 2.7134 -3.3289 -0.9934
C 3.9966 -0.6642 0.2131
O -1.6752 -3.9776 -2.3988
C 1.7639 1.1035 -4.3121
C -2.4901 2.9626 -0.7604
H -1.4759 1.6409 -5.1213
C 0.6937 1.4481 -5.1209
H 4.0187 0.3616 0.6116
H 1.4333 -5.9467 0.7700
H -2.0164 -4.6487 -3.0277
N 0.3037 0.5692 -2.4658
H 3.8813 -1.3187 1.0944
C -0.3947 0.7752 4.2548
H -1.6054 3.4670 -1.1955
C -0.2452 0.4871 2.7759
C 2.7983 0.2761 -2.2326
C -0.3876 2.0919 4.7267
C 2.9157 -2.4818 -1.6820
H 2.2333 -2.6375 -2.5390
H -2.4737 3.2106 0.3229
Br -0.6325 -2.0570 4.8055
C -0.5737 1.3814 -4.5661
C -0.5453 2.4267 6.0868
H -1.3362 -4.5506 -1.6538
H 4.9507 -0.8897 -0.2750
H 3.9597 -2.5347 -2.0366
C -0.7447 0.0788 6.6230
H 0.8416 1.7491 -6.1393
H 2.7978 1.1252 -4.6642
Sr -0.2985 -0.7442 0.0195
H -0.8515 1.6517 8.1223
H -4.8047 1.2661 -1.0922
H -2.6472 -0.0301 -2.9980
C -4.0636 0.6369 -0.5883
O 1.1011 -5.1471 0.3072
H 3.5195 -0.2033 -2.9236
*
```

## Properties
E_LUMO = -2.81 eV
calculated total energy = -4345.161422 Ha
energy relative to the best compared isomer or geometry (same formula, charge and spin) = 1.389 eV

Mulliken population analysis, charges in e, atoms 1 to 6: C -0.3546; H 0.3917; H 0.3510; C 0.2360; O -0.8187; P 0.3668


(2)
Below is a molecular structure, C22H34BClMnN13O in a non-equilibrium geometry, with properties calculated with ωB97M-V/def2-TZVPD.

The geometry in ORCA input format:
```
! RIJCOSX wB97M-V def2-TZVPD def2/J DEFGRID3
* xyz -1 6
B 0.9326 2.7526 2.1258
H 1.7354 5.3357 -1.7031
N -0.5380 2.3320 2.3192
H -1.7823 2.5275 -0.8013
N -1.1946 1.5705 1.4409
H -0.9601 3.1730 4.2065
H 4.4507 -3.5024 0.1440
H -1.9706 -2.5239 -2.4057
H 3.1776 0.9658 -0.6919
N 0.9706 -1.6754 -1.2208
H -0.0176 -3.4140 -0.6191
H 5.1743 -1.3786 -1.8103
C 4.5135 -1.6265 -0.9676
C -4.4981 -2.1582 -0.6103
C 2.2082 -2.0036 -1.1821
H 1.2260 3.5896 2.9240
C 2.2739 -4.4970 -0.6666
N 1.8115 1.5037 2.3207
Cl 0.3218 0.6245 -3.3808
N 2.8282 -3.2692 -1.1874
H 1.4059 -4.8099 -1.2396
H 0.1535 -3.1834 -2.3832
N -1.7409 -0.7551 -1.3494
N 0.8718 2.4846 -0.3662
C 1.0961 3.2240 -1.4402
H 3.8110 -0.5489 3.8478
C 1.4828 4.5133 -1.0666
H -1.3254 1.6078 -2.2731
H 1.6959 5.2514 1.0281
H -3.3549 1.8921 3.8742
H -4.0180 -2.9436 -1.1862
C 2.5861 -0.4627 1.9970
C -1.5299 -2.1807 -1.4582
H 3.0449 -5.2643 -0.7701
C -2.3844 1.3130 1.9637
H 2.0043 -4.4235 0.3946
O -1.5914 -2.2914 3.1482
C -1.3082 2.5672 3.3927
N -3.1544 1.0768 -1.4781
H 2.1175 0.4676 -2.0373
C -2.1524 2.0715 -1.7282
H -4.3409 2.0214 -0.0136
N -0.5178 -1.2493 1.3162
H 4.9684 -1.2226 -0.0520
H 2.7072 -1.4106 1.5102
N 3.2053 -1.0726 -1.1694
N 1.1017 3.2569 0.7010
C -2.9186 -0.2559 -1.2822
H -2.0269 -2.6913 -0.6265
C -0.0533 -2.6756 -1.4296
H -5.5779 -2.2906 -0.7147
C 3.1406 -0.0204 3.1986
H -6.0175 0.0692 -1.5087
C 4.2395 -3.1235 -0.8667
Mn 0.0604 0.2176 -0.2072
C -5.1719 0.1581 -0.8171
H -4.2331 -2.2728 0.4485
N 1.8005 0.4686 1.4801
N -4.1800 -0.8543 -1.1354
H 0.9690 2.8067 -2.4193
H -4.9284 2.1599 -1.6851
C 2.6148 1.2432 3.3635
H 3.8705 0.5422 -2.2775
H -5.5544 0.0227 0.2020
H 4.8301 -3.7094 -1.5796
C 3.0860 0.3021 -1.5552
C 1.4710 4.4869 0.3104
C -1.0542 -1.7449 2.2338
H -2.5884 2.8481 -2.3606
H 2.7627 1.9617 4.1457
C -2.5149 1.9272 3.2093
C -4.4367 1.4869 -0.9729
H -3.0875 0.6848 1.4523
*
```

## Properties
E_LUMO (spin up / spin down) = 2.77 / 2.77 eV
calculated total energy = -3282.084817 Ha
energy relative to the best compared isomer or geometry (same formula, charge and spin) = 0.280 eV

Mulliken population analysis, charges in e, atoms 1 to 6: B -0.1896; H 0.4296; N -0.4543; H 0.3043; N 0.8538; H 0.4324


(3)
Below is 2 unconnected molecules or ions with the total composition C5H9NO in a non-equilibrium geometry, with properties calculated with ωB97M-V/def2-TZVPD.

The geometry in ORCA input format:
```
! RIJCOSX wB97M-V def2-TZVPD def2/J DEFGRID3
* xyz 0 1
H -2.1796 0.2624 2.6855
H 2.5836 0.3037 0.6786
H -2.5611 -1.1586 1.6868
H 0.5685 1.3924 -1.7464
H 3.5526 -1.0237 -0.9572
H 0.5922 -0.2925 -2.2449
C 1.9992 -0.3406 0.0002
H -1.0272 -0.2494 1.4309
O 2.7039 -0.6291 -1.1910
C -2.0897 -0.1731 1.6889
C 0.6587 0.2307 -0.1172
N -3.1456 1.3752 -0.1380
H 1.7925 -1.2557 0.5942
C 0.1717 0.3883 -1.4951
C -2.7044 0.6930 0.6867
H -0.9153 0.4770 -1.5618
*
```

## Properties
E_LUMO = 0.14 eV
calculated total energy = -325.763524 Ha
energy relative to the best compared isomer or geometry (same formula, charge and spin) = 4.736 eV

Mulliken population analysis, charges in e, atoms 1 to 6: H 0.2503; H 0.3294; H 0.2560; H 0.2705; H 0.2841; H 0.3261


(4)
Below is a molecular structure, C26H36N6O7PPt, with properties calculated with ωB97M-V/def2-TZVPD.

The geometry in ORCA input format:
```
! RIJCOSX wB97M-V def2-TZVPD def2/J DEFGRID3
* xyz 3 1
C 2.0205 -0.7720 -4.0780
C -0.2010 1.2120 2.2726
H -3.3476 1.3157 -3.9067
H -1.3356 2.9607 4.9716
C 0.1805 -5.2651 2.2357
H -0.9354 -4.8902 -1.4320
C 0.5607 3.6555 2.1741
O 1.1774 -3.7530 -0.4161
H -0.9149 4.9427 -1.1462
H 1.6203 6.8366 1.6351
C -1.8456 -5.4503 0.8054
H -1.8654 0.3117 -3.9395
H 2.0073 -4.9400 3.0864
N 1.4912 -5.0597 2.2320
O 1.0052 -1.5438 -0.4468
H 1.9849 -4.9606 1.3578
H -0.0226 -4.9721 4.2360
C -0.8767 1.5081 3.5242
H 2.5048 -1.7325 -3.9100
N -0.5161 -5.1089 3.3692
N 1.3763 1.2265 -0.3675
H -3.7783 1.5994 0.8816
C 2.8488 0.2808 -2.1020
C 1.2043 4.7380 1.5581
Pt -0.2435 -0.0007 -0.9236
H 6.2274 0.3465 -2.1165
H -3.2212 -3.9465 0.1669
H -2.1856 4.5645 0.0523
C 4.1714 0.0383 -2.5013
C -1.5670 -4.0193 -1.2553
C -0.1557 3.8574 3.3744
N -1.4360 -1.5251 -1.5973
C 5.2170 0.5451 -1.7806
H -2.2916 -1.5964 -1.0491
N 1.3487 2.1563 0.5557
H -4.5299 0.3051 -0.0773
C -0.2184 5.1260 3.9221
C 2.6075 1.0444 -0.8831
H -0.7564 5.2871 4.8473
O -3.1416 1.4163 -1.0783
H -1.4086 0.6945 3.9972
H 1.0228 -0.9106 -4.4800
H -2.4488 -5.6527 1.6881
H 2.6041 -0.1505 -4.7543
C 0.4115 6.1961 3.2883
H -1.4318 -5.5173 3.4490
C 3.7610 1.5851 -0.1962
H -1.7234 -1.2942 -2.5427
C 1.1217 6.0033 2.1102
O -0.3054 0.1608 1.6725
H 0.1796 -5.7482 0.3137
H -0.3430 -2.9668 -2.6335
H 0.3496 7.1845 3.7243
H -2.1073 -6.2239 0.0840
H -2.8571 0.1129 0.5387
H -1.9581 1.7890 -4.9190
C -1.7218 4.2662 -0.8834
H -2.4589 4.2371 -1.6809
C 0.5893 -2.7431 -0.7469
C -0.6861 -2.8274 -1.6052
C -2.1385 -4.0778 0.1818
P -1.6171 1.6545 -1.4306
H -1.7243 -3.2919 0.8242
N -0.4283 -5.6310 1.1111
H 4.3695 -0.5420 -3.3887
C -3.5985 0.8147 0.1497
O -1.7084 2.1330 -2.9284
H -2.3730 -4.0870 -1.9889
O 1.8236 -0.0942 -2.8149
C 0.6090 2.3302 1.6071
O -1.1254 2.9475 -0.6789
H 5.8689 1.7435 -0.0896
C 5.0175 1.3427 -0.6204
C -2.2631 1.3283 -3.9856
H 1.7723 4.5760 0.6518
C -0.8350 2.7441 4.0351
H 3.5934 2.1758 0.6899
*
```

## Properties
E_LUMO = -10.67 eV
calculated total energy = -2327.420888 Ha
energy relative to the best compared isomer or geometry (same formula, charge and spin) = 0.294 eV

Mulliken population analysis, charges in e, atoms 1 to 6: C -1.2102; C 0.5885; H 0.2966; H 0.4702; C 0.7945; H 0.6235


(5)
Below is 2 unconnected molecules or ions with the total composition C7H17N2O2P in a non-equilibrium geometry, with properties calculated with ωB97M-V/def2-TZVPD.

The geometry in ORCA input format:
```
! RIJCOSX wB97M-V def2-TZVPD def2/J DEFGRID3
* xyz 0 1
H -0.8592 -1.3707 1.6380
C -1.2125 0.2904 -1.2382
H -2.9028 0.9423 -2.0417
N 2.4120 -0.7218 -2.0225
C -0.3320 0.6979 2.3456
O -0.2118 2.0599 0.4714
C -0.3101 0.9061 0.8823
H -0.1312 1.6008 2.8719
C -2.6781 0.7367 -0.9911
H -2.0680 -1.6402 0.4052
H 2.0878 -0.0552 -2.7247
H 0.1403 -3.2117 0.8613
C -1.0345 -1.3704 0.5721
P 2.7185 -0.1163 -0.6127
H 0.2686 -0.0472 2.8415
H -0.3561 -3.1380 -0.8780
H -0.6745 1.1533 -1.6543
H -3.2046 -0.0480 -0.5708
H 1.8652 1.8412 0.4193
C 2.7220 1.6748 -0.1995
H 3.6912 1.8536 0.2002
H 2.3596 2.1442 -1.0379
H -1.3215 -0.6332 -1.9230
O 3.2350 -0.9732 0.4475
H -1.4122 0.4562 2.5354
H 0.7917 -2.0542 -0.2963
C -0.1190 -2.5352 0.0316
N -0.7200 -0.0946 0.0745
H -2.7438 1.6527 -0.4068
*
```

## Properties
E_LUMO = 0.57 eV
calculated total energy = -878.241036 Ha
energy relative to the best compared isomer or geometry (same formula, charge and spin) = 1.835 eV

Mulliken population analysis, charges in e, atoms 1 to 6: H 0.4358; C -0.6501; H 0.3784; N -0.5918; C -1.9289; O -0.6701


(6)
Below is a single C3H10N4O molecule in a non-equilibrium geometry, with properties calculated with ωB97M-V/def2-TZVPD.

The geometry in ORCA input format:
```
! RIJCOSX wB97M-V def2-TZVPD def2/J DEFGRID3
* xyz 0 1
H -1.5982 -2.1386 -0.6119
C -1.0679 0.9568 1.3178
H -0.6058 -2.2288 -1.8922
C 1.3809 0.3023 0.5080
H -0.2737 -0.9672 1.2907
H 1.5643 -0.9818 -1.4748
H 1.2485 2.2276 0.3907
N 1.8354 1.4757 0.7458
H -1.9196 0.5306 1.8475
N 0.9992 -0.1882 -1.1874
H -1.4330 1.5591 0.4851
H -0.4813 1.5803 1.9951
N -0.6539 -1.9253 -0.9229
H 1.9483 -0.5560 0.8668
N -0.2202 -0.0974 0.7704
H 1.0958 0.6316 -1.7805
C -0.5087 -0.4732 -0.9000
O -1.3101 0.2926 -1.4482
*
```

## Properties
E_LUMO = 0.73 eV
calculated total energy = -414.488824 Ha
energy relative to the best compared isomer or geometry (same formula, charge and spin) = 3.385 eV

Mulliken population analysis, charges in e, atoms 1 to 6: H 0.2706; C -1.0551; H 0.2677; C -0.0370; H 0.3987; H 0.3157